ORCA calculation (ωB97M-V/def2-TZVPD) on a cluster of 2 separate species, CHFN2 in total.

Structure (XYZ):
```
5
Properties=species:S:1:pos:R:3:forces:R:3
C -1.1257 -0.0576 -0.8624 1.4 -0.9 1.5
N -1.7471 0.6656 -1.5006 -0.7 0.6 -0.7
N 0.6579 -0.6817 0.7757 1.4 1.2 -2.3
F 1.7263 0.0253 0.1313 -1.5 -1.4 0.8
H 0.4885 0.0485 1.4561 -0.7 0.4 0.7
```
Positions in Å, forces in eV/Å.

Results
Calculated total energy   -6743.5620 eV
Multiplicity   1
Relative energy (zero: lowest compared OMol25 entry of this formula, charge and spin)   448.0 kJ/mol
Frontier orbital gap (spin up / spin down)   10.5 / 8.5 eV
Net charge   0